No. 1
ORCA calculation (wB97M-V/def2-TZVPD) on a molecular structure, C6H5F8NaO4.

```
24
C6H5F8NaO4 | the Open Molecules 2025 dataset | wB97M-V/def2-TZVPD
F -0.483 -2.200 3.275
C -0.687 -1.026 2.628
H 1.009 2.126 -1.410
F -1.550 2.553 -0.639
O 2.280 -2.277 -2.454
H 3.274 -2.077 -4.123
F -0.778 2.482 1.414
O -0.717 0.626 0.144
Na 1.109 -1.226 -0.367
F -2.810 -1.704 1.833
C 2.196 -1.234 -3.114
C -1.670 -1.236 1.397
O 1.705 -0.239 -2.578
C -1.937 0.067 0.686
H -2.396 0.716 1.432
H -1.244 -0.402 3.327
F 0.492 -0.509 2.348
F 1.698 1.372 0.314
C -0.560 2.036 0.109
F -1.252 -2.108 0.494
F 1.298 3.449 -0.101
H -2.719 -0.177 -0.033
C 0.899 2.218 -0.329
O 2.840 -1.231 -4.254
```

The spin multiplicity is 1. Its HOMO energy is -8.270 eV. The maximum force is 3.813 eV Å⁻¹. As for the net charge: 0. For the HOMO-LUMO gap, the calculation gives 8.23 eV.

Just the Mulliken charges please, in e? Sure, here they are: -0.2817 0.1889 0.2610 -0.2675 -0.8203 0.3065 -0.3101 -0.3183 0.7526 -0.3117 0.8850 0.7835 -0.7059 -0.8054 0.4049 0.2703 -0.1821 -0.1901 0.7437 -0.2881 -0.2659 0.3974 0.2248 -0.4717

***

No. 2
ORCA calculation (wB97M-V/def2-TZVPD) on 2 unconnected molecules or ions with the total composition CH5N2S.

```
9
CH5N2S | the Open Molecules 2025 dataset | wB97M-V/def2-TZVPD
S 2.243 0.260 -0.050
N -2.516 -0.182 0.772
H 2.601 0.152 1.233
H -2.335 -0.111 1.767
H -0.550 0.408 0.750
N -0.954 -0.462 -0.998
H -0.070 -0.094 -1.322
H -1.539 -0.886 -1.700
C -1.407 0.044 0.167
```

The spin multiplicity is 1. Its HOMO energy is -2.847 eV. The relative energy (zero: lowest compared OMol25 entry of this formula, charge and spin) comes out at 0.549 eV. The maximum force is 2.633 eV Å⁻¹. As for the net charge: -1. For the HOMO-LUMO gap, the calculation gives 7.28 eV.

Just the Mulliken charges please, in e? Sure, here they are: -0.8551 -0.7712 -0.0605 0.2388 0.1320 -0.3798 0.1325 0.2268 0.3365

***

No. 3
ORCA calculation (wB97M-V/def2-TZVPD) on 2 unconnected molecules or ions with the total composition C31H38N4O7.

```
80
C31H38N4O7 | the Open Molecules 2025 dataset | wB97M-V/def2-TZVPD
H 3.629 -1.816 -0.753
H -8.777 0.276 0.665
H -0.783 0.987 0.976
H 8.858 0.063 2.070
C -5.479 -0.594 0.735
H -4.858 -1.488 0.827
H 1.443 -0.929 -0.575
C -7.693 0.391 0.650
C -3.250 1.738 -2.084
H -2.553 -2.072 2.704
O 6.289 -1.911 -0.041
H 0.386 -4.989 1.287
N 0.606 -2.986 1.843
H -0.537 -2.917 -0.530
N -0.357 -0.992 1.426
O 2.783 -2.361 2.288
C -3.425 0.828 0.375
C -5.731 1.803 0.462
C -1.902 2.143 -2.016
C 5.401 -0.890 0.068
C 0.122 2.874 -3.190
N -3.274 2.373 -4.444
H 4.403 3.879 1.353
H -4.558 1.633 -5.903
C 7.783 -0.103 2.130
C 5.813 -3.183 -0.530
H -2.195 -2.507 -0.029
H 4.164 3.178 2.992
H -7.747 2.545 0.411
H 1.278 -0.006 2.346
H 2.986 1.909 1.314
C 1.636 -2.094 1.930
C 3.676 1.141 0.946
O 7.270 0.393 0.857
C 4.906 3.433 2.223
H -4.730 3.371 -5.565
H -5.278 2.793 0.354
N -1.277 2.535 -3.231
H 5.348 -3.075 -1.521
H -2.981 1.828 0.339
C -1.645 -2.677 2.760
H 5.646 4.126 2.625
C -2.566 -0.187 0.836
C -4.875 0.677 0.544
H 5.094 -3.625 0.175
H -2.982 -1.169 1.064
C -6.866 -0.730 0.788
C 1.080 -0.725 1.529
H -1.926 -3.738 2.769
H 1.169 0.746 -0.035
H -3.915 1.556 -1.272
C -1.217 -0.011 1.073
C 5.926 0.291 0.639
H -1.120 -2.435 3.694
C -1.912 2.667 -4.470
O 5.671 2.269 1.848
C 0.805 -4.392 2.105
C -0.707 -2.414 1.570
H 0.286 3.707 -2.500
H 0.409 3.153 -4.202
H 0.707 2.012 -2.855
C 4.034 -0.954 -0.212
C -3.979 2.004 -3.277
C -7.116 1.660 0.499
H -1.501 -4.074 0.444
H 7.554 -1.170 2.227
H 0.311 -4.692 3.038
C 5.055 1.282 1.145
H 1.877 -4.588 2.187
C -1.277 -3.013 0.277
H 6.708 -3.802 -0.599
O -1.169 2.212 -1.004
C -4.013 2.550 -5.670
O -5.222 1.927 -3.364
C 3.170 0.008 0.309
H -3.295 2.779 -6.454
H 7.341 0.473 2.951
H -7.297 -1.722 0.937
C 1.678 -0.196 0.216
O -1.320 3.017 -5.492
```

The spin multiplicity is 1. Its HOMO energy is -7.205 eV. The relative energy (zero: lowest compared OMol25 entry of this formula, charge and spin) comes out at 4.338 eV. The maximum force is 3.734 eV Å⁻¹. As for the net charge: 0. For the HOMO-LUMO gap, the calculation gives 5.28 eV.

Just the Mulliken charges please, in e? Sure, here they are: 0.2743 0.3816 0.6233 0.2720 -0.4884 0.2602 0.4248 -0.4015 -0.4766 0.3553 -0.4228 0.3409 0.3477 0.3193 0.4612 -0.7123 -1.4089 0.0735 1.0388 0.7853 -0.9360 0.0138 0.3449 0.3059 -0.5694 -0.8125 0.4367 0.3185 0.3620 0.2999 0.4277 0.1411 -0.4597 -0.5467 -0.8622 0.2951 0.3577 0.0631 0.3338 0.8152 -1.6539 0.2482 0.7119 0.5282 0.2985 -0.4880 -0.6900 0.2933 0.4559 0.5211 0.3188 0.2890 0.9730 0.3964 0.8622 -0.4350 -1.0112 0.1613 0.2747 0.3525 0.1774 -0.8785 -0.2135 -0.7200 0.5078 0.2107 0.2978 0.3803 0.3561 -1.5164 0.2533 -0.7057 -1.0957 -0.7482 -0.3970 0.3662 0.2249 0.3761 -0.9463 -0.7129